Formula: C23H19N5O3S2
Source: OMol25
Level of theory: ωB97M-V/def2-TZVPD

Highest occupied orbital energy (eV): -8.45
Energy relative to the best compared isomer or geometry (same formula, charge and spin) (kJ/mol): 0.0
Frontier orbital gap (eV): 8.9031
Charge: 0
Structure (SMILES): O=C(CSc1nnc(Cn2c(=O)sc3ccccc32)n1-c1ccccc1)NCc1ccco1

Last column: Löwdin charge in e.
CARTESIAN COORDINATES (ANGSTROEM)
1 O 5.11 1.29 1.37  0.05
2 C 4.67 1.30 0.24  -0.58
3 C 4.08 2.56 -0.40  -0.34
4 S 2.32 2.68 0.06  1.02
5 C 1.67 1.39 -0.89  -0.60
6 N 2.27 0.73 -1.86  0.01
7 N 1.42 -0.20 -2.30  0.10
8 C 0.32 -0.12 -1.61  -0.28
9 C -0.86 -1.01 -1.82  -0.02
10 N -2.11 -0.36 -1.50  -0.02
11 C -2.38 0.85 -2.08  -0.72
12 O -1.69 1.42 -2.88  0.06
13 S -3.93 1.47 -1.45  1.11
14 C -4.11 0.08 -0.41  -0.46
15 C -5.13 -0.18 0.48  -0.09
16 C -5.08 -1.35 1.22  -0.09
17 C -4.03 -2.24 1.06  -0.08
18 C -3.00 -1.98 0.16  -0.02
19 C -3.03 -0.81 -0.57  -0.25
20 N 0.42 0.88 -0.68  0.06
21 C -0.52 1.33 0.27  -0.23
22 C -0.97 0.47 1.26  -0.01
23 C -1.92 0.91 2.17  -0.06
24 C -2.41 2.20 2.09  -0.07
25 C -1.94 3.06 1.11  -0.07
26 C -1.00 2.63 0.19  -0.04
27 N 4.65 0.23 -0.59  0.06
28 C 4.85 -1.11 -0.08  -0.08
29 C 3.53 -1.79 0.11  -0.26
30 C 2.52 -1.57 1.00  -0.02
31 C 1.49 -2.49 0.66  -0.09
32 C 1.95 -3.18 -0.41  -0.13
33 O 3.18 -2.76 -0.76  0.05
34 H 4.16 2.57 -1.48  0.08
35 H 4.54 3.45 0.04  0.08
36 H -0.85 -1.32 -2.87  0.15
37 H -0.76 -1.90 -1.19  0.11
38 H -5.94 0.52 0.59  0.11
39 H -5.86 -1.56 1.93  0.10
40 H -4.00 -3.15 1.64  0.10
41 H -2.20 -2.69 0.05  0.10
42 H -0.57 -0.53 1.32  0.11
43 H -2.27 0.23 2.93  0.11
44 H -3.15 2.54 2.79  0.11
45 H -2.32 4.07 1.05  0.11
46 H -0.64 3.29 -0.58  0.12
47 H 4.08 0.30 -1.44  0.10
48 H 5.45 -1.68 -0.78  0.13
49 H 5.37 -1.01 0.88  0.13
50 H 2.52 -0.86 1.80  0.12
51 H 0.56 -2.62 1.17  0.09
52 H 1.52 -3.97 -1.00  0.12

***

Formula: C23H19N6O4RuS2
Source: OMol25
Level of theory: ωB97M-V/def2-TZVPD

Highest occupied orbital energy (alpha / beta) (eV): -10.73 / -10.73
Energy relative to the best compared isomer or geometry (same formula, charge and spin) (kJ/mol): 0.0
Frontier orbital gap (alpha / beta) (eV): 5.5271 / 5.5373
Charge: +1

Last column: Löwdin charge in e.
CARTESIAN COORDINATES (ANGSTROEM)
1 Ru 0.15 -0.09 0.37  1.47
2 O -2.92 1.71 2.04  0.17
3 C -2.01 0.97 1.79  -0.40
4 N -1.12 1.18 0.71  -0.13
5 C -1.43 2.22 -0.27  -0.10
6 C -0.47 2.06 -1.42  -0.22
7 C -0.49 2.91 -2.51  0.01
8 C 0.43 2.71 -3.53  -0.02
9 C 1.33 1.66 -3.43  -0.02
10 C 1.29 0.85 -2.32  -0.08
11 N 0.41 1.05 -1.34  -0.02
12 C -1.64 -0.25 2.58  -0.17
13 C -2.38 -0.66 3.66  0.04
14 C -1.96 -1.80 4.34  -0.01
15 C -0.82 -2.46 3.92  -0.01
16 C -0.13 -1.98 2.81  -0.07
17 N -0.54 -0.90 2.16  -0.01
18 H -1.31 3.20 0.20  0.15
19 H -2.47 2.14 -0.59  0.15
20 H -1.20 3.72 -2.56  0.13
21 H 0.43 3.36 -4.39  0.12
22 H 2.06 1.47 -4.21  0.12
23 H 1.97 0.02 -2.19  0.09
24 H -3.26 -0.10 3.94  0.14
25 H -2.52 -2.16 5.19  0.12
26 H -0.46 -3.34 4.43  0.12
27 H 0.76 -2.46 2.44  0.12
28 O -3.93 -1.35 -0.54  0.07
29 C -3.71 -2.69 -0.55  -0.25
30 C -4.83 -3.51 -0.56  0.00
31 C -4.68 -4.88 -0.57  -0.06
32 C -3.41 -5.46 -0.57  -0.08
33 C -2.30 -4.65 -0.55  -0.02
34 C -2.42 -3.26 -0.53  -0.08
35 C -1.21 -2.44 -0.45  -0.40
36 O -1.33 -1.13 -0.56  -0.19
37 N -0.05 -2.98 -0.26  0.03
38 N 0.95 -2.00 -0.25  -0.20
39 C 2.13 -2.50 -0.34  -0.89
40 S 2.34 -4.23 -0.50  0.98
41 C 4.15 -4.17 -0.42  -0.51
42 C 4.60 -2.88 -1.07  -0.49
43 S 3.60 -1.54 -0.37  0.96
44 H -3.06 -0.91 -0.61  0.06
45 H -5.80 -3.05 -0.57  0.12
46 H -5.56 -5.51 -0.59  0.11
47 H -3.30 -6.54 -0.58  0.11
48 H -1.31 -5.08 -0.54  0.11
49 H 4.53 -5.04 -0.96  0.09
50 H 4.47 -4.22 0.62  0.08
51 H 4.46 -2.91 -2.15  0.08
52 H 5.64 -2.65 -0.85  0.09
53 O 3.51 2.10 0.81  0.16
54 C 2.69 1.28 0.92  -0.48
55 N 1.90 0.38 1.06  -0.08

***

Formula: C23H19N7O2SZn
Source: OMol25
Level of theory: ωB97M-V/def2-TZVPD

Highest occupied orbital energy (eV): -7.32
Frontier orbital gap (eV): 6.7944
Charge: 0

Last column: Löwdin charge in e.
CARTESIAN COORDINATES (ANGSTROEM)
1 Zn -0.16 2.49 -0.23  0.51
2 N -2.62 5.64 -1.65  0.05
3 C -1.65 4.77 -1.27  -0.86
4 S -2.19 3.15 -0.95  0.63
5 N -0.44 5.28 -1.16  -0.03
6 N 0.48 4.39 -0.79  -0.10
7 C 1.71 4.85 -0.66  -0.04
8 C 2.79 3.91 -0.60  -0.26
9 C 4.14 4.28 -0.37  0.01
10 C 5.08 3.27 -0.31  -0.05
11 C 4.68 1.94 -0.47  -0.05
12 C 3.33 1.67 -0.62  -0.10
13 N 2.41 2.63 -0.79  0.10
14 H -3.57 5.31 -1.56  0.07
15 H -2.49 6.62 -1.36  0.11
16 H 1.86 5.93 -0.84  0.13
17 H 4.39 5.29 -0.30  0.09
18 H 6.11 3.41 -0.18  0.09
19 H 5.39 1.15 -0.50  0.10
20 H 2.93 0.60 -0.54  0.13
21 C -5.46 -3.85 -0.45  -0.07
22 O -4.56 -2.90 0.13  -0.10
23 C -3.26 -3.28 0.48  -0.26
24 C -2.73 -4.52 0.08  0.00
25 C -1.44 -4.86 0.59  -0.03
26 C -0.69 -3.97 1.30  -0.29
27 C -1.27 -2.78 1.72  -0.03
28 C -2.53 -2.42 1.29  0.01
29 N 0.68 -4.38 1.62  0.08
30 N 1.62 -3.57 1.69  0.07
31 C 1.51 -2.19 1.48  -0.28
32 C 2.00 -1.35 2.37  -0.05
33 C 1.69 0.02 2.44  0.01
34 C 0.95 0.61 1.45  -0.39
35 O 0.58 1.86 1.46  -0.15
36 C 0.58 -0.21 0.34  -0.15
37 N 0.01 0.41 -0.75  0.06
38 C -0.34 -0.26 -1.77  -0.14
39 C -0.06 -1.62 -1.92  -0.01
40 C 0.56 -2.29 -0.88  0.01
41 C 0.86 -1.60 0.31  -0.10
42 H -6.36 -3.35 -0.61  0.07
43 H -5.59 -4.72 0.22  0.10
44 H -5.06 -4.32 -1.35  0.08
45 H -3.29 -5.27 -0.50  0.11
46 H -0.95 -5.79 0.35  0.11
47 H -0.79 -2.14 2.41  0.11
48 H -3.04 -1.48 1.59  0.14
49 H 2.55 -1.76 3.21  0.12
50 H 2.09 0.55 3.25  0.10
51 H -0.78 0.27 -2.57  0.10
52 H -0.32 -2.11 -2.85  0.11
53 H 0.66 -3.34 -0.96  0.11

***

Formula: C23H20As2F5NO2S2Sc
Source: OMol25
Level of theory: ωB97M-V/def2-TZVPD

Highest occupied orbital energy (eV): -11.76
Energy relative to the best compared isomer or geometry (same formula, charge and spin) (kJ/mol): 0.0
Frontier orbital gap (eV): 8.0816
Charge: +1

Last column: Löwdin charge in e.
CARTESIAN COORDINATES (ANGSTROEM)
1 Sc 0.64 -0.25 -0.04  0.78
2 C 1.20 3.18 -2.45  -0.26
3 As 0.47 2.46 -0.81  1.14
4 C 1.18 3.65 0.54  -0.26
5 C -1.41 2.93 -0.90  -0.41
6 C -1.79 4.27 -0.82  -0.09
7 C -3.13 4.62 -0.87  -0.06
8 C -4.10 3.64 -1.02  -0.05
9 C -3.72 2.31 -1.11  -0.09
10 C -2.38 1.94 -1.06  -0.41
11 As -1.83 0.09 -1.24  1.13
12 C -1.84 -0.13 -3.17  -0.25
13 C -3.38 -0.94 -0.70  -0.28
14 H 0.93 4.23 -2.54  0.04
15 H 0.79 2.63 -3.30  0.03
16 H 2.28 3.07 -2.44  0.04
17 H 1.03 4.69 0.25  0.04
18 H 2.24 3.45 0.65  0.04
19 H 0.68 3.45 1.49  0.03
20 H -1.04 5.05 -0.70  0.10
21 H -3.41 5.66 -0.80  0.12
22 H -5.14 3.91 -1.05  0.12
23 H -4.49 1.55 -1.22  0.10
24 H -2.79 0.18 -3.58  0.04
25 H -1.66 -1.18 -3.39  0.03
26 H -1.04 0.47 -3.61  0.03
27 H -4.23 -0.70 -1.32  0.04
28 H -3.59 -0.73 0.35  0.04
29 H -3.12 -1.99 -0.81  0.01
30 F 2.87 -0.71 -0.70  -0.01
31 C 2.39 -1.82 -1.40  -0.23
32 C 1.03 -1.96 -1.37  -0.11
33 C 0.53 -3.04 -2.06  -0.24
34 F -0.80 -3.26 -2.11  0.07
35 C 1.35 -3.92 -2.74  -0.13
36 F 0.85 -4.95 -3.41  0.14
37 C 2.73 -3.73 -2.73  -0.12
38 F 3.52 -4.57 -3.37  0.16
39 C 3.28 -2.65 -2.04  -0.14
40 F 4.59 -2.45 -2.03  0.14
41 O 1.85 0.56 1.57  -0.40
42 S 0.94 0.23 2.71  0.68
43 O 0.55 1.35 3.50  -0.23
44 N -0.23 -0.57 1.90  -0.26
45 C -0.30 -1.90 2.28  -0.83
46 S -1.23 -2.99 1.50  0.81
47 C 0.67 -2.20 3.36  -0.23
48 C 0.85 -3.40 4.03  0.00
49 C 1.84 -3.47 4.99  -0.03
50 C 2.65 -2.37 5.29  -0.03
51 C 2.48 -1.17 4.62  -0.01
52 C 1.49 -1.12 3.66  -0.22
53 H 0.22 -4.25 3.80  0.12
54 H 2.00 -4.40 5.53  0.12
55 H 3.42 -2.46 6.04  0.12
56 H 3.10 -0.30 4.85  0.13